Entry 1:
The following is a DFT calculation (ωB97M-V/def2-TZVPD) of a molecular structure, C16H20F12N2NaO14 in a non-equilibrium geometry.

## Properties
Kohn-Sham gap: 6.84 eV
lowest unoccupied orbital energy: 1.9 eV

Geometry as ORCA input:
```
! wB97M-V def2-TZVPD RIJCOSX def2/J DEFGRID3
* xyz -1 1
Na -25.41932 22.87226 21.04060
N -22.83819 24.12655 22.88459
O -22.71269 25.13685 23.53731
O -22.17488 23.09747 23.07436
O -23.63334 24.19230 21.92696
N -23.66372 19.85675 21.76289
O -22.85266 20.08101 22.62816
O -24.22936 20.79326 21.19376
O -23.75862 18.71909 21.34713
C -26.24219 25.34002 26.12428
C -25.23195 24.49035 25.31766
O -25.56002 23.12982 25.45586
C -26.10700 22.39622 24.47507
O -26.10324 22.77751 23.27413
C -26.62072 20.96011 24.96757
F -25.73463 20.07341 24.62855
F -26.74825 20.89574 26.29388
F -27.80207 20.73557 24.45251
H -27.21194 24.95539 25.80844
H -25.96450 26.37914 25.94757
H -26.17293 25.09078 27.18313
H -24.25383 24.66913 25.76420
H -25.19510 24.74958 24.25957
C -29.03899 18.93996 21.58483
C -27.55595 18.86513 21.19682
O -27.32046 19.05999 19.88742
C -27.26077 20.32828 19.36965
O -27.42338 21.36284 20.04548
C -27.00542 20.37210 17.80967
F -27.10820 19.10351 17.30999
F -27.93919 21.09734 17.19789
F -25.75118 20.86269 17.58832
H -28.97460 18.73858 22.65413
H -29.67645 18.23149 21.05586
H -29.50871 19.91787 21.47927
H -27.20081 17.84677 21.35469
H -26.91122 19.43558 21.86542
C -29.28928 24.95630 18.77764
C -27.78883 25.31237 18.70748
O -27.36454 26.16345 19.73198
C -26.97093 25.70472 20.98752
O -26.95602 24.56595 21.35539
C -26.64315 26.89345 21.87667
F -25.32823 27.02236 21.87448
F -27.03158 28.08194 21.34860
F -27.12047 26.66582 23.07277
H -29.67393 24.37096 17.94246
H -29.84428 25.89292 18.83090
H -29.45839 24.43187 19.71810
H -27.60274 25.79495 17.74801
H -27.26760 24.36930 18.54304
C -20.92209 21.37901 18.64973
C -22.33054 22.00386 18.86848
O -22.44779 23.14718 18.05009
C -23.57319 23.83835 17.99336
O -24.64951 23.42486 18.41802
C -23.53332 25.20135 17.19545
F -22.27255 25.44852 16.59591
F -24.46686 25.20385 16.25534
F -23.81480 26.20662 17.99940
H -20.55588 21.25560 17.63053
H -20.93129 20.36421 19.04745
H -20.16967 21.93978 19.20426
H -22.48506 22.31902 19.90042
H -23.07996 21.27514 18.55954
*
```


Entry 2:
The following is a DFT calculation (ωB97M-V/def2-TZVPD) of a molecular structure, C34H93Li2N8O9 in a non-equilibrium geometry.

## Properties
⟨S²⟩: 0.750
Kohn-Sham gap (spin up / spin down): 3.32 / 8.41 eV
lowest unoccupied orbital energy (spin up / spin down): 0.4 / 0.5 eV

Geometry as ORCA input:
```
! wB97M-V def2-TZVPD RIJCOSX def2/J DEFGRID3
* xyz 0 2
Li -3.09606 0.27506 1.25823
Li -3.71867 0.69870 -1.44426
C 0.39919 -0.18571 -1.44710
C -0.50415 0.06225 -0.23520
O -1.84646 0.44751 -0.49525
H 0.19892 0.62459 -2.14809
H 0.21097 -1.08267 -2.03713
H 1.42051 -0.26400 -1.07443
H -0.07764 0.90813 0.30396
H -0.40132 -0.71181 0.52530
C 3.05782 2.36662 -2.19862
C 2.15930 2.15584 -3.42480
C 2.20788 3.36336 -4.43354
O 1.85472 4.59715 -3.76386
C 2.01757 5.80784 -4.44019
N 2.40828 0.89489 -4.02750
H 4.03496 2.73367 -2.51259
H 3.04274 1.52842 -1.50199
H 2.71834 3.18348 -1.56176
H 1.13033 2.16369 -3.06527
H 1.48375 3.14776 -5.21919
H 3.19188 3.51388 -4.87759
H 1.69537 5.74296 -5.47945
H 3.08488 6.00780 -4.34554
H 1.42358 6.61774 -4.01670
H 2.01741 0.85745 -4.95805
H 2.04047 0.19299 -3.40129
C 2.48554 0.28003 4.88858
C 1.87003 0.47581 3.50291
C 2.86564 1.32157 2.62255
O 3.09949 2.59003 3.18267
C 4.12330 3.24053 2.48297
N 1.73285 -0.85359 2.86506
H 3.32165 -0.41918 4.90032
H 1.83628 -0.20522 5.61733
H 2.86949 1.22490 5.27318
H 0.92583 1.01632 3.43628
H 2.53140 1.36800 1.58611
H 3.76959 0.71275 2.63985
H 3.84588 3.42140 1.44450
H 5.08751 2.73294 2.45570
H 4.37590 4.21604 2.89851
H 1.60616 -0.70299 1.87443
H 0.90455 -1.35299 3.15595
C 2.37137 -4.03076 -1.02370
C 3.57686 -3.50267 -1.76262
C 4.89019 -3.36193 -0.95023
O 4.82269 -2.46467 0.15645
C 4.50666 -1.10215 -0.26416
N 3.69643 -4.42799 -2.93203
H 1.44845 -4.07025 -1.60229
H 2.20937 -3.35346 -0.18518
H 2.47767 -5.03151 -0.60501
H 3.32129 -2.55402 -2.23468
H 5.75567 -3.04228 -1.53062
H 5.12895 -4.35798 -0.57742
H 3.55717 -0.92682 -0.76994
H 5.28288 -0.75844 -0.94787
H 4.53353 -0.31129 0.48545
H 2.83627 -4.39158 -3.46013
H 4.44808 -4.12760 -3.53610
C 1.48404 -3.43270 6.08003
C -0.04266 -3.62180 5.84242
C -0.40943 -4.35756 4.45520
O -0.26391 -3.31262 3.48466
C -0.77233 -3.79358 2.26275
N -0.64054 -4.39585 6.85996
H 1.76163 -3.30009 7.12571
H 2.07531 -2.71142 5.51590
H 1.99760 -4.35512 5.80895
H -0.54424 -2.65410 5.85102
H -1.41613 -4.76623 4.54257
H 0.18810 -5.25950 4.32264
H -1.83127 -4.05063 2.28893
H -0.18327 -4.64681 1.92642
H -0.70941 -3.00509 1.51279
H -0.17675 -5.28696 6.96443
H -0.51875 -4.03056 7.79368
C -0.38847 -3.33666 -4.27381
C -0.50956 -4.85545 -4.47365
C -1.41778 -5.36658 -5.55095
O -2.77649 -5.05690 -5.24699
C -3.77933 -5.25314 -6.21988
N 0.89265 -5.34252 -4.58865
H -0.30146 -2.77386 -5.20322
H 0.40497 -3.10100 -3.56457
H -1.27507 -2.81712 -3.91034
H -0.90030 -5.26495 -3.54213
H -1.40454 -6.44551 -5.70528
H -1.09450 -4.94980 -6.50483
H -3.60061 -6.14577 -6.81936
H -3.91604 -4.40385 -6.88931
H -4.74445 -5.35415 -5.72346
H 1.08294 -5.33306 -5.58052
H 0.85703 -6.30994 -4.30064
C -3.39475 5.05669 4.05714
C -2.09419 5.79345 3.78428
C -1.48571 5.13127 2.57705
O -1.23733 3.71788 2.76582
C -0.55229 3.20652 1.64553
N -2.35136 7.22169 3.48777
H -3.85139 5.46152 4.96030
H -3.33282 3.99429 4.29287
H -4.14852 5.23634 3.29056
H -1.40337 5.81475 4.62715
H -0.51227 5.47865 2.23086
H -2.10884 5.39882 1.72368
H 0.47415 3.57098 1.60448
H -1.12650 3.49599 0.76542
H -0.52208 2.13401 1.83763
H -3.01133 7.40861 4.22912
H -2.85149 7.23238 2.61035
C -1.99183 0.77652 -4.43705
C -2.36550 2.12433 -3.81438
C -2.48601 3.29068 -4.85897
O -2.80126 4.58274 -4.26034
C -1.61650 5.24574 -3.76294
N -3.75300 2.02346 -3.24490
H -1.84460 0.06324 -3.62609
H -1.01568 0.81683 -4.92037
H -2.69957 0.46939 -5.20704
H -1.67319 2.42134 -3.02661
H -3.21881 2.95657 -5.59347
H -1.54997 3.40584 -5.40548
H -1.21111 4.58008 -3.00093
H -1.83098 6.23315 -3.35414
H -0.85546 5.27293 -4.54280
H -3.96820 3.00798 -3.17773
H -4.34517 1.83753 -4.04169
C -1.48646 0.57837 5.07775
C -2.04501 0.13836 3.75888
C -3.08351 -0.99057 3.78168
O -3.48016 -1.35961 2.46158
C -4.39063 -2.44346 2.41597
N -2.69331 1.25483 3.07556
H -0.51725 1.02628 4.85842
H -1.32735 -0.32393 5.66820
H -2.17036 1.23635 5.61388
H -1.17906 -0.19160 3.18499
H -3.94701 -0.76462 4.40731
H -2.60274 -1.89259 4.16022
H -4.47014 -2.75692 1.37505
H -5.34437 -2.15772 2.85962
H -4.03859 -3.29887 2.99255
H -2.24686 2.15629 3.16590
H -3.63635 1.51952 3.32198
*
```


Entry 3:
The following is a DFT calculation (ωB97M-V/def2-TZVPD) of 2 unconnected molecules or ions with the total composition C2H2BrI.

## Properties
SMILES: C#CBr.I
Kohn-Sham gap: 10.70 eV
lowest unoccupied orbital energy: 0.7 eV

Geometry as ORCA input:
```
! wB97M-V def2-TZVPD RIJCOSX def2/J DEFGRID3
* xyz 0 1
C 0.24424 1.84363 -0.57044
C -0.84751 1.72553 -1.02978
Br -2.46409 1.47067 -1.71583
H 1.11996 2.14700 -0.05808
I 1.06909 -2.86328 1.39986
H 0.87830 -4.32355 1.97428
*
```


Entry 4:
The following is a DFT calculation (ωB97M-V/def2-TZVPD) of a molecular structure, C25H20AsBrN2O10S2Zn.

## Properties
Kohn-Sham gap: 7.57 eV
lowest unoccupied orbital energy: 4.1 eV

Geometry as ORCA input:
```
! wB97M-V def2-TZVPD RIJCOSX def2/J DEFGRID3
* xyz -2 1
Zn -0.70208 0.11957 0.22493
C 6.02032 -2.98274 -2.61770
C 5.12266 -1.90132 -2.07305
C 3.73927 -1.98972 -2.21016
C 2.91198 -0.97479 -1.76204
C 3.46668 0.14439 -1.15433
C 4.83995 0.24135 -0.98795
C 5.65992 -0.78080 -1.44972
S 2.40554 1.47095 -0.62658
O 3.26076 2.39803 0.08097
O 1.71517 1.92565 -1.80326
N 1.35552 0.73964 0.29832
C 1.41011 0.59310 1.64837
C 2.48747 0.85228 2.52010
C 2.31261 0.62100 3.86088
C 1.09919 0.12662 4.34817
C 0.10318 -0.11978 3.43188
N 0.25026 0.09349 2.12672
H 5.46453 -3.90459 -2.78982
H 6.84235 -3.20179 -1.93328
H 6.45944 -2.67721 -3.57109
H 3.29664 -2.87511 -2.65167
H 1.83775 -1.06796 -1.83160
H 5.24851 1.11460 -0.49733
H 6.73479 -0.70978 -1.31383
H 3.40382 1.25839 2.12101
H 3.12627 0.82810 4.54724
H 0.93252 -0.04648 5.40178
H -0.86457 -0.50160 3.73707
O -3.58697 2.03435 -1.15458
As -3.87765 0.76316 0.02892
O -5.38450 0.17340 -0.19969
O -2.60397 -0.34133 0.02294
C -3.79894 1.58655 1.80089
C -4.84088 1.18159 2.63073
C -4.83797 1.49666 3.98419
C -3.77905 2.20935 4.52574
C -2.74332 2.63538 3.70660
C -2.75571 2.33734 2.34907
S -1.49553 3.13697 1.35814
O -2.10305 4.36429 0.89817
O -0.34352 3.26783 2.21875
O -1.26354 2.19514 0.22729
H -2.70936 2.41248 -0.97796
H -5.64022 0.60023 2.18593
H -5.65637 1.17134 4.61636
H -3.76121 2.44207 5.58451
H -1.90886 3.20014 4.10100
Br -4.44009 -3.78973 -4.54055
C -3.15292 -2.53574 -3.88047
C -3.17845 -1.23904 -4.36366
C -2.23312 -0.34188 -3.88612
C -1.30357 -0.74090 -2.93868
C -1.30137 -2.04216 -2.45417
C -2.22879 -2.95396 -2.94291
C -0.28882 -2.50300 -1.41666
O 0.20385 -3.62241 -1.57309
O 0.05064 -1.64702 -0.53919
H -3.92365 -0.93512 -5.08533
H -2.24889 0.68424 -4.22960
H -0.58831 -0.02274 -2.55325
H -2.21647 -3.97094 -2.57739
*
```


Entry 5:
The following is a DFT calculation (ωB97M-V/def2-TZVPD) of 2 unconnected molecules or ions with the total composition C6H16NO2S in a non-equilibrium geometry.

## Properties
⟨S²⟩: 2.014
Kohn-Sham gap (spin up / spin down): 7.38 / 5.04 eV
lowest unoccupied orbital energy (spin up / spin down): -2.6 / -8.2 eV

Geometry as ORCA input:
```
! wB97M-V def2-TZVPD RIJCOSX def2/J DEFGRID3
* xyz 1 3
C 2.61165 -1.13727 -0.32672
C -1.68660 0.06014 -1.43632
C -1.88871 -1.24982 0.59619
C -2.31505 1.17420 0.56624
C 2.84536 0.14104 0.35719
C 3.16164 1.21122 -0.26008
N -1.51944 0.08588 0.03408
O 0.41125 0.09826 1.96455
O 0.38978 1.85866 0.02076
S 0.38645 0.21655 0.53885
H 3.70768 -1.58004 -0.31606
H 1.90660 -1.80108 0.11475
H 2.36277 -0.98139 -1.32893
H -0.76330 -0.17576 -1.96598
H -2.51911 -0.64140 -1.68663
H -1.91822 0.97811 -1.93048
H -1.45997 -1.16275 1.65850
H -2.91452 -1.45024 0.55879
H -1.19579 -2.05797 0.22304
H -1.98413 2.05030 0.00934
H -3.37701 1.09812 0.18660
H -2.30237 1.06827 1.58040
H 2.72365 0.21129 1.42075
H 0.90076 2.40410 0.59973
H 3.36414 2.25903 0.12388
H 3.17331 1.11020 -1.33159
*
```